A 2-piece molecular cluster, C2H8NO overall in a non-equilibrium geometry, computed with wB97M-V/def2-TZVPD.

As for the net charge: -1. Its energy above the lowest of the compared OMol25 structures with the same formula, charge and spin is 42.86 kcal/mol. Its LUMO energy is 4.0 eV. The total energy is -210.9159 a.u.

Bonds (Å) are listed after each position.
Cartesian coordinates (Å):
1 O 1.187 -1.861 2.176  H2 0.923
2 H 0.613 -1.306 1.714  O1 0.923
3 C -0.888 1.279 -0.146  N4 1.529, H6 1.132, H7 1.112, H8 1.042
4 N -0.575 -0.217 -0.077  C3 1.529, C5 1.448, H9 1.048
5 C 0.537 -0.562 -0.938  N4 1.448, H10 1.131, H11 1.111, H12 1.171
6 H -0.037 1.984 0.097  C3 1.132
7 H -1.618 1.481 0.669  C3 1.112
8 H -1.413 1.383 -1.039  C3 1.042
9 H -0.351 -0.540 0.894  N4 1.048
10 H 0.171 -1.248 -1.760  C5 1.131
11 H 0.908 0.413 -1.321  C5 1.111
12 H 1.466 -0.805 -0.268  C5 1.171

Atomic partial charges in e from the Mulliken method, atoms 1 to 8: O -1.146; H 0.097; C -0.944; N -0.436; C -0.710; H 0.303; H 0.331; H 0.353



A 2-piece molecular cluster, C3H9NO overall in a non-equilibrium geometry, computed with wB97M-V/def2-TZVPD.

Its SMILES is C=C.NCO. As for the net charge: 0. Its energy above the lowest of the compared OMol25 structures with the same formula, charge and spin is 78.76 kcal/mol. Its LUMO energy is 0.9 eV. The total energy is -249.5882 a.u.

Bonds (Å) are listed after each position.
Cartesian coordinates (Å):
1 C 0.559 -0.559 -2.501  C2 1.344, H3 1.097, H4 1.096
2 C 0.111 0.468 -3.244  C1 1.344, H5 1.077, H6 1.097
3 H 1.261 -1.196 -3.053  C1 1.097
4 H 0.659 -0.716 -1.422  C1 1.096
5 H 0.828 0.848 -3.952  C2 1.077
6 H -0.895 0.907 -3.261  C2 1.097
7 N -0.104 0.953 2.446  C8 1.439, H10 1.005, H11 1.010
8 C -0.092 -0.442 2.090  N7 1.439, O9 1.509, H12 1.082, H13 1.079
9 O -1.381 -1.064 1.613  C8 1.509, H14 0.966
10 H 0.671 1.488 2.097  N7 1.005
11 H -0.339 1.228 3.390  N7 1.010
12 H 0.225 -1.090 2.896  C8 1.082
13 H 0.473 -0.515 1.173  C8 1.079
14 H -1.976 -0.312 1.729  O9 0.966

Atomic partial charges in e from the Mulliken method, atoms 1 to 8: C -0.304; C -0.441; H 0.195; H 0.083; H 0.223; H 0.242; N -0.499; C 0.071



| no. | highest occupied orbital energy (Eh) |
| --- | --- |
| 1 | -0.0859 |
| 2 | -0.3294 |